Entry from the OMol25 dataset: a 7-piece molecular cluster, C19H39BrNO25S6 overall in a non-equilibrium geometry (the ωB97M-V functional and the def2-TZVPD basis).

Results
**LUMO energy**: -4.211 eV
**E_tot**: -208050.64526 eV
**Charge**: +1

Geometry as XYZ:
```
91
C19H39BrNO25S6 | the OMol25 dataset | the ωB97M-V functional and the def2-TZVPD basis
C -2.070 -5.765 0.897
C -2.633 -4.272 1.278
C -2.783 -3.258 -0.036
C -2.741 -1.661 0.457
C -3.552 -1.608 1.880
N -1.276 -1.296 0.534
C -0.939 -0.172 1.489
C -0.227 -0.846 2.803
O 0.986 -1.435 2.609
Br -0.941 -0.877 4.670
H -1.493 -6.269 1.812
H -3.020 -6.453 0.721
H -1.367 -5.679 -0.035
H -1.824 -3.794 2.015
H -3.662 -4.410 1.842
H -3.723 -3.501 -0.700
H -1.826 -3.491 -0.708
H -3.331 -1.034 -0.370
H -4.556 -2.253 1.854
H -2.946 -1.965 2.815
H -3.909 -0.489 2.032
H -0.679 -2.135 0.725
H -0.996 -0.955 -0.435
H -0.095 0.479 0.951
H -1.815 0.569 1.718
C 1.052 3.628 -1.362
C 0.063 3.701 -2.521
O 0.332 2.548 -3.315
S 0.833 1.340 -2.342
O -0.301 0.491 -2.055
O 2.087 0.833 -2.851
O 1.138 2.245 -1.021
H 2.047 3.965 -1.671
H 0.723 4.214 -0.499
H 0.180 4.613 -3.112
H -0.970 3.631 -2.163
C 5.208 1.188 -2.138
C 6.484 1.937 -2.512
O 6.265 3.281 -2.089
S 5.315 3.271 -0.763
O 6.166 3.375 0.402
O 4.192 4.149 -0.998
O 4.802 1.728 -0.882
H 4.411 1.379 -2.864
H 5.371 0.110 -2.055
H 6.690 1.899 -3.584
H 7.346 1.546 -1.962
C -4.305 1.707 6.276
C -3.460 1.766 5.006
O -4.395 1.697 3.932
S -5.784 2.417 4.392
O -5.780 3.772 3.885
O -6.874 1.496 4.165
O -5.475 2.472 5.992
H -4.615 0.680 6.496
H -3.780 2.120 7.141
H -2.741 0.946 4.946
H -2.929 2.721 4.931
C -8.312 -1.313 4.657
C -9.732 -1.533 4.142
O -9.767 -2.894 3.718
S -8.766 -3.770 4.662
O -9.556 -4.399 5.697
O -7.858 -4.502 3.809
O -7.957 -2.521 5.328
H -7.611 -1.165 3.830
H -8.249 -0.463 5.343
H -9.984 -0.865 3.316
H -10.466 -1.411 4.946
C 7.917 -4.024 -2.321
C 6.568 -4.166 -1.620
O 5.950 -2.887 -1.739
S 6.421 -2.199 -3.141
O 5.393 -2.439 -4.129
O 6.943 -0.883 -2.851
O 7.672 -3.196 -3.456
H 8.643 -3.516 -1.678
H 8.322 -4.990 -2.634
H 6.672 -4.448 -0.570
H 5.933 -4.897 -2.132
C 5.896 4.942 -6.183
C 4.903 4.753 -7.327
O 4.142 3.600 -6.974
S 4.012 3.527 -5.350
O 2.737 4.097 -4.973
O 4.450 2.222 -4.914
O 5.177 4.611 -4.996
H 6.739 4.249 -6.275
H 6.272 5.967 -6.128
H 5.399 4.609 -8.289
H 4.215 5.603 -7.396
```

Results of the Löwdin charge analysis, in e, for atoms 1 through 4: number 1, C, carries -0.134; number 2, C, carries -0.261; number 3, C, carries -0.142; number 4, C, carries -0.275

Entry from the OMol25 dataset: C14H7CrN2O9 as an isolated structure (the ωB97M-V functional and the def2-TZVPD basis).

Results
**LUMO energy (alpha / beta)**: -1.406 / -1.555 eV
**Spin multiplicity**: 4
**E_tot**: -64459.31989 eV

Geometry as XYZ:
```
33
C14H7CrN2O9 | the OMol25 dataset | the ωB97M-V functional and the def2-TZVPD basis
Cr -0.193 0.386 -0.354
O -0.148 -0.457 5.584
C -0.211 -0.193 4.271
C -1.269 0.520 3.696
C -1.245 0.723 2.338
N -0.258 0.238 1.590
C 0.791 -0.381 2.129
C 0.852 -0.626 3.479
C 1.901 -0.650 1.118
O 2.918 -1.197 1.449
O 1.605 -0.161 -0.064
C -2.269 1.582 1.622
O -3.257 1.967 2.183
O -2.146 0.812 -0.719
H -0.921 -0.107 6.042
H -2.086 0.927 4.279
H 1.713 -1.123 3.903
O -0.624 2.280 -0.051
C -1.923 2.023 0.172
C -2.911 -0.323 -0.408
C -4.261 -0.297 -0.183
C -4.871 -1.524 0.031
C -4.170 -2.718 -0.017
C -2.808 -2.711 -0.267
C -2.141 -1.498 -0.450
O -0.833 -1.404 -0.654
N -6.313 -1.549 0.308
O -6.816 -2.618 0.594
O -6.916 -0.494 0.244
H -2.622 2.808 -0.123
H -4.833 0.620 -0.165
H -4.701 -3.644 0.148
H -2.240 -3.630 -0.309
```

Results of the Löwdin charge analysis, in e, for atoms 1 through 4: number 1, Cr, carries 1.156; number 2, O, carries 0.112; number 3, C, carries -0.255; number 4, C, carries 0.102

Entry from the OMol25 dataset: C11H19BiNSi as an isolated structure in a non-equilibrium geometry (the ωB97M-V functional and the def2-TZVPD basis).

Results
**LUMO energy**: 3.223 eV
**E_tot**: -26918.15954 eV
**Charge**: -1

Geometry as XYZ:
```
33
C11H19BiNSi | the OMol25 dataset | the ωB97M-V functional and the def2-TZVPD basis
C -0.753 1.541 -2.466
C 0.429 2.038 -1.811
C 0.029 2.740 -0.647
C -1.381 2.726 -0.592
C -1.867 2.009 -1.717
Bi 0.419 -0.524 -0.795
C 2.611 -1.697 -2.625
C 1.781 -2.322 -3.481
C 0.746 -2.954 -3.980
N -1.306 -0.823 0.319
H 0.693 3.133 0.131
H 1.373 2.162 -2.282
H -1.964 3.013 0.309
H -2.920 1.781 -1.921
H -0.780 1.130 -3.458
H 3.052 -0.732 -2.812
H -2.045 -1.100 -0.312
H 3.091 -2.322 -1.849
H 0.777 -3.458 -4.946
H -0.196 -3.050 -3.386
C 0.927 1.084 3.106
Si -0.174 -0.273 2.145
C 0.604 -1.872 2.805
C -1.901 0.030 2.769
H 2.021 1.057 2.933
H 0.778 0.913 4.192
H 0.567 2.101 2.877
H 0.442 -1.874 3.902
H 0.041 -2.699 2.349
H 1.685 -2.002 2.620
H -2.055 -0.169 3.835
H -2.173 1.077 2.569
H -2.553 -0.665 2.218
```

Results of the Löwdin charge analysis, in e, for atoms 1 through 4: number 1, C, carries -0.307; number 2, C, carries -0.365; number 3, C, carries -0.241; number 4, C, carries -0.196

Entry from the OMol25 dataset: C32H66BeBr2ClKN5O4PS2 as an isolated structure in a non-equilibrium geometry (the ωB97M-V functional and the def2-TZVPD basis).

Results
**LUMO energy**: -2.804 eV
**E_tot**: -250165.87975 eV

Geometry as XYZ:
```
115
C32H66BeBr2ClKN5O4PS2 | the OMol25 dataset | the ωB97M-V functional and the def2-TZVPD basis
C 1.759 -2.570 2.017
C 0.215 -2.520 1.375
C -0.531 -1.179 1.959
N -0.990 -0.194 0.907
P 0.273 1.081 0.607
C -0.512 1.316 -1.118
C -1.970 2.064 -1.126
C -3.263 1.070 -1.306
S -4.394 1.362 0.159
C -6.095 0.620 -0.093
S -6.282 -0.838 -0.979
N -7.269 1.371 0.565
C -7.804 2.458 -0.340
C -7.214 3.916 0.222
C -8.342 0.415 1.038
C -9.072 1.166 2.342
C -0.214 1.973 2.219
C 0.192 3.556 2.304
C 1.509 4.042 3.213
N -0.504 4.603 1.699
C 1.750 2.237 0.240
C 2.773 1.640 -0.941
O 3.063 0.348 -1.103
O 3.440 2.627 -1.841
C 2.470 3.102 -2.876
C 1.597 4.498 -2.719
O 2.335 2.378 -4.005
H 2.146 -1.518 2.355
H 1.790 -3.267 2.968
H 2.548 -2.966 1.215
H -0.283 -3.543 1.733
H 0.370 -2.525 0.207
H 0.159 -0.733 2.792
H -1.514 -1.561 2.514
H -1.912 0.242 1.126
H 1.251 -0.009 0.740
H 0.164 1.866 -1.903
H -0.688 0.220 -1.557
H -2.102 2.624 -0.106
H -1.993 2.857 -2.007
H -3.848 1.462 -2.269
H -3.001 -0.051 -1.521
H -7.267 2.306 -1.394
H -8.972 2.442 -0.420
H -6.426 4.392 -0.538
H -6.601 3.762 1.231
H -8.078 4.688 0.449
H -7.794 -0.525 1.501
H -9.112 0.148 0.193
H -8.232 1.608 3.065
H -9.684 2.110 1.970
H -9.732 0.407 2.954
H 0.266 1.419 3.161
H -1.390 1.920 2.415
H 1.148 4.390 4.287
H 2.283 3.147 3.302
H 1.999 4.940 2.628
H -1.316 4.187 1.193
H 1.396 3.292 -0.194
H 2.456 2.368 1.194
H 1.302 4.933 -3.771
H 0.599 4.208 -2.164
H 2.119 5.321 -2.070
N 5.210 3.127 -5.131
C 5.589 3.366 -6.426
C 6.934 3.664 -6.428
C 7.382 3.596 -5.087
C 6.297 3.260 -4.308
H 4.274 2.888 -4.830
H 4.872 3.305 -7.234
H 7.528 3.902 -7.300
H 8.388 3.774 -4.728
H 6.207 3.106 -3.241
K -4.832 3.436 -1.403
C 3.861 -0.226 5.951
C 2.521 -0.051 5.253
O 1.601 -1.107 5.520
C 1.237 -1.302 6.885
C 0.577 -0.086 7.514
H 4.323 -1.177 5.660
H 4.539 0.592 5.684
H 3.757 -0.231 7.037
H 2.687 -0.046 4.171
H 2.071 0.914 5.500
H 2.108 -1.624 7.465
H 0.528 -2.138 6.904
H 1.243 0.779 7.528
H 0.286 -0.303 8.546
H -0.317 0.198 6.949
C 2.199 -3.479 -2.275
C 1.477 -4.804 -2.031
N 0.258 -4.979 -2.825
C -0.549 -6.126 -2.396
C 0.057 -7.516 -2.558
C 0.402 -4.830 -4.275
C 1.381 -5.760 -4.986
H 1.538 -2.627 -2.088
H 3.056 -3.395 -1.598
H 2.585 -3.405 -3.296
H 1.211 -4.824 -0.966
H 2.187 -5.623 -2.192
H -1.516 -6.103 -2.913
H -0.797 -5.987 -1.336
H 0.036 -7.851 -3.596
H -0.527 -8.242 -1.981
H 1.087 -7.570 -2.192
H 0.700 -3.796 -4.487
H -0.582 -4.925 -4.752
H 2.320 -5.882 -4.441
H 1.627 -5.353 -5.971
H 0.945 -6.749 -5.153
Cl 4.468 -2.852 -1.416
Be 0.568 -5.919 0.031
Br 2.368 6.322 1.525
Br 5.668 -4.443 0.018
```

Results of the Löwdin charge analysis, in e, for atoms 1 through 4: number 1, C, carries -0.140; number 2, C, carries -0.230; number 3, C, carries -0.294; number 4, N, carries -0.276

Entry from the OMol25 dataset: one molecule with the formula CH5NO2S in a non-equilibrium geometry (the ωB97M-V functional and the def2-TZVPD basis).

Results
**LUMO energy (alpha / beta)**: 0.848 / -3.281 eV
**Spin multiplicity**: 3
**E_tot**: -17531.73637 eV
**Energy above the lowest of the compared OMol25 structures with the same formula, charge and spin**: 248.6 kJ/mol

Geometry as XYZ:
```
10
CH5NO2S | the OMol25 dataset | the ωB97M-V functional and the def2-TZVPD basis
C -0.746 0.426 0.800
N 1.506 -0.534 -0.162
O -0.744 -1.450 -0.964
O -0.852 1.458 -0.354
S -0.032 -1.176 0.264
H -0.114 0.997 1.426
H -1.784 0.162 1.093
H 1.505 0.208 -0.916
H 2.409 -1.041 -0.078
H -1.150 0.952 -1.111
```

Results of the Löwdin charge analysis, in e, for atoms 1 through 4: number 1, C, carries -0.312; number 2, N, carries -0.215; number 3, O, carries -0.381; number 4, O, carries -0.155

Entry from the OMol25 dataset: an isolated ion of composition C3H7N2OS and charge -1 in a non-equilibrium geometry (the ωB97M-V functional and the def2-TZVPD basis).

Results
**LUMO energy**: 3.851 eV
**E_tot**: -19088.86293 eV
**Charge**: -1
**Energy above the lowest of the compared OMol25 structures with the same formula, charge and spin**: 61.5 kJ/mol

Geometry as XYZ:
```
14
C3H7N2OS | the OMol25 dataset | the ωB97M-V functional and the def2-TZVPD basis
N 1.159 0.416 0.761
C 0.056 0.611 -0.187
C 0.363 -0.033 -1.593
S 2.041 0.384 -2.158
C -1.182 -0.139 0.368
N -1.055 -0.834 1.543
O -2.323 -0.018 -0.091
H 1.604 1.278 0.961
H 1.769 -0.337 0.487
H -0.248 1.655 -0.212
H 0.176 -1.091 -1.389
H -0.316 0.369 -2.338
H -0.169 -0.922 1.989
H -1.875 -1.337 1.857
```

Results of the Löwdin charge analysis, in e, for atoms 1 through 4: number 1, N, carries -0.010; number 2, C, carries -0.390; number 3, C, carries -0.730; number 4, S, carries 0.087